*a*
ORCA calculation (the ωB97M-V functional and the def2-TZVPD basis) on a molecular structure, C3H4HgO4.

Values from the calculation:
**Multiplicity**: 2
**Frontier orbital gap (alpha / beta)**: 7.376 / 5.228 eV
**E_LUMO (alpha / beta)**: -4.832 / -6.896 eV
**Charge**: +1

Geometry as XYZ:
```
12
C3H4HgO4 (the ωB97M-V functional and the def2-TZVPD basis)
O -0.11810 -2.36270 0.42108
C -0.37962 1.05336 1.38152
O -1.87238 -1.02968 0.29386
H -0.77805 -3.04757 0.22243
C -0.40582 2.03466 0.40177
Hg 1.16131 0.88901 -2.35527
O 0.17229 -0.18606 1.06121
C -0.61495 -1.18439 0.47591
H -2.03029 -0.80473 -0.65280
H -0.68445 1.16963 2.41878
H -0.81397 3.01048 0.71800
O 0.03070 1.88757 -0.77753
```

=====

*b*
ORCA calculation (the ωB97M-V functional and the def2-TZVPD basis) on a molecular structure, C3H4HgO4.

Values from the calculation:
**Multiplicity**: 2
**Frontier orbital gap (alpha / beta)**: 9.111 / 5.371 eV
**E_LUMO (alpha / beta)**: -4.983 / -8.722 eV
**Charge**: +1

Geometry as XYZ:
```
12
C3H4HgO4 (the ωB97M-V functional and the def2-TZVPD basis)
O -2.17863 -0.00051 0.00136
O 2.49427 1.42402 0.68755
Hg -4.73888 -0.46738 -0.16593
H 3.98065 -0.42520 0.60783
C -1.06373 -0.36830 -0.45453
H -0.95104 0.98899 0.87729
C 2.22564 0.25162 0.62990
H 0.31153 1.25969 -0.55577
C -0.03827 0.49400 0.14947
O 3.08092 -0.73933 0.44939
O 1.00193 -0.26434 0.70358
H -0.86046 -1.44968 -0.52998
```

=====

Most stable: *b*. Least stable: *a*.

=====

*a*
ORCA calculation (the ωB97M-V functional and the def2-TZVPD basis) on 2 unconnected molecules or ions with the total composition C7H16N.

Values from the calculation:
**Frontier orbital gap**: 5.921 eV
**E_LUMO**: -6.222 eV
**Charge**: +1

Geometry as XYZ:
```
24
C7H16N (the ωB97M-V functional and the def2-TZVPD basis)
H 2.77809 -1.54584 -1.15950
H -0.32120 -0.65734 3.66829
H 3.51048 -0.17255 -0.41765
C 3.01186 -0.48950 -1.32740
C -0.19549 0.18898 2.99479
H 0.07835 -0.90307 -1.01969
C 0.71310 -0.10231 -0.63829
N -5.41072 -1.61978 -1.70455
H -5.03639 -1.88716 -2.60463
H -6.00941 -0.81656 -1.83615
H 1.99833 2.06500 0.69347
C 0.54392 0.47627 0.60513
C 1.71030 0.27836 -1.64115
H 1.39594 0.02637 -2.65354
H 0.43927 2.54743 0.02295
C 0.91788 1.93312 0.77970
C 0.05389 -0.29885 1.63227
H 1.87999 1.35564 -1.61266
H -1.08304 0.80787 3.09849
H 0.63783 2.31162 1.75924
H 0.05617 -1.37812 1.49959
H 0.65146 0.74175 3.39747
H -5.98429 -2.36984 -1.34444
H 3.66367 -0.49150 -2.19172
```

=====

*b*
ORCA calculation (the ωB97M-V functional and the def2-TZVPD basis) on a gas-phase ion, C7H16N (charge +1).

Values from the calculation:
**Frontier orbital gap**: 9.023 eV
**SMILES**: C=C(C)CC[C@H](C)[NH3+]
**E_LUMO**: -3.532 eV
**Charge**: +1

Geometry as XYZ:
```
24
C7H16N (the ωB97M-V functional and the def2-TZVPD basis)
C -1.00747 -1.11383 -0.33236
C -1.51419 -1.96355 -1.48005
H -0.22557 -1.68061 0.13849
H 0.19178 0.23293 -1.53042
H -1.46481 0.74852 -1.19598
H 2.86627 -0.41386 -0.31186
H -0.15461 2.18669 0.06282
H 2.88581 -0.19951 1.45089
C 0.02164 1.16474 0.34292
H -2.75267 -0.19154 0.27851
H -1.51222 -3.03942 -1.37516
C 1.55645 1.12177 0.42632
H -0.77771 -1.84185 -2.28764
H -2.43975 -1.59980 -1.93549
N -2.14676 -0.91732 0.67083
H -1.84785 -0.79234 1.63454
H -2.76420 -1.73486 0.61601
H 1.54077 -1.02913 0.69077
C 2.25649 -0.22083 0.56296
H 1.62765 3.19552 0.53871
C 2.19551 2.26856 0.58747
C -0.57111 0.27114 -0.77675
H -0.39876 0.98749 1.33450
H 3.23135 2.43639 0.83546
```

=====

Most stable: *b*. Least stable: *a*.

=====

*a*
ORCA calculation (the ωB97M-V functional and the def2-TZVPD basis) on 2 unconnected molecules or ions with the total composition C13H19N.

Values from the calculation:
**Frontier orbital gap**: 8.721 eV
**SMILES**: Cc1c[nH]c2ccccc12.CC(C)C
**E_LUMO**: 0.943 eV

Geometry as XYZ:
```
33
C13H19N (the ωB97M-V functional and the def2-TZVPD basis)
H -4.01551 2.43056 2.14817
H -0.59923 -1.60823 1.23005
C 0.14845 0.33770 0.75657
H 2.98981 1.95357 -1.70808
C -1.32389 2.22809 1.14020
H -3.95627 -2.63217 1.35228
N -3.59178 1.52786 1.97570
H -4.12188 -2.34122 3.10072
H 2.09515 -0.83786 -4.11392
H -5.15724 0.21190 2.66510
H 3.78630 -0.45132 -3.79833
C 2.53125 -0.13070 -2.11179
H 4.39415 0.84890 -1.71156
C -3.27388 -0.69700 2.06032
H 2.74670 -1.50033 -0.43978
C -2.29827 1.32449 1.54317
H 1.47490 0.05881 -1.88709
H 2.62002 0.86013 -4.06201
C -3.49829 -2.16644 2.22376
H 2.29168 -2.30258 -1.95305
C 3.34513 0.96161 -1.42494
C -0.82188 -0.55178 1.18386
C -2.07047 -0.06928 1.58748
H 3.29945 0.88687 -0.33740
H 1.11945 -0.03974 0.48442
H -1.52914 3.28949 1.11116
H -2.54672 -2.66946 2.39364
H 3.92652 -1.74749 -1.72592
C -4.15599 0.31747 2.28557
C 2.88013 -1.49199 -1.52274
C -0.10529 1.71370 0.74432
H 0.65947 2.41223 0.43005
C 2.75715 -0.12580 -3.61991
```

=====

*b*
ORCA calculation (the ωB97M-V functional and the def2-TZVPD basis) on 2 unconnected molecules or ions with the total composition C13H19N.

Values from the calculation:
**Frontier orbital gap**: 8.804 eV
**SMILES**: Cc1c[nH]c2ccccc12.CC(C)C
**E_LUMO**: 0.925 eV

Geometry as XYZ:
```
33
C13H19N (the ωB97M-V functional and the def2-TZVPD basis)
C 2.38365 -1.58063 3.61369
N 3.55351 1.17331 1.42159
H -2.14949 0.82605 -3.22159
H -3.66776 2.46667 -0.95780
C 2.75443 0.51800 0.52117
H 1.33142 -1.44531 3.86223
H -4.94529 0.55640 -2.48606
C -2.92732 1.72093 -0.65521
H -2.94738 -0.39654 -0.51203
C 1.04597 -1.22322 -0.84668
H 0.35318 -1.81526 -1.41666
H 1.32409 0.09706 -2.48816
C 3.57629 0.43685 2.59382
H -4.68171 -1.04142 -1.70718
H 2.66111 -2.60536 3.37071
H -1.11991 0.11326 -2.10480
H 0.96624 -2.36772 0.91153
C -2.16359 0.07738 -2.43439
C -4.58536 0.03728 -1.59861
H 4.09250 0.80776 3.47062
C 1.59440 -0.06845 -1.45827
C 2.73843 -0.62642 2.51339
H -1.98428 2.14986 -0.99166
C 2.21023 -0.59569 1.16744
H 3.07333 1.46533 -1.40820
H 2.93238 -1.30242 4.51072
C -3.11617 0.33917 -1.30556
H -2.78373 1.62177 0.41369
C 1.37249 -1.46364 0.47545
C 2.50130 0.75337 -0.82736
H 4.10174 1.99051 1.21626
H -5.19599 0.26516 -0.72468
H -2.29869 -0.88407 -2.91740
```

=====

Most stable: *a*. Least stable: *b*.

=====

*a*
ORCA calculation (the ωB97M-V functional and the def2-TZVPD basis) on a single ClHNO2P molecule.

Values from the calculation:
**Frontier orbital gap (alpha / beta)**: 7.598 / 7.965 eV
**E_LUMO (alpha / beta)**: -1.890 / -1.300 eV

Geometry as XYZ:
```
6
ClHNO2P (the ωB97M-V functional and the def2-TZVPD basis)
Cl -2.08008 -0.83056 -0.19967
O 1.30439 -1.48681 -0.04112
O -1.37562 1.83931 0.22401
P -0.73457 0.53638 -0.28740
H 1.84280 0.28685 0.03996
N 1.04308 -0.34516 0.26423
```

=====

*b*
ORCA calculation (the ωB97M-V functional and the def2-TZVPD basis) on 2 unconnected molecules or ions with the total composition ClHNO2P.

Values from the calculation:
**Frontier orbital gap (alpha / beta)**: 8.287 / 6.207 eV
**E_LUMO (alpha / beta)**: -2.805 / -4.083 eV

Geometry as XYZ:
```
6
ClHNO2P (the ωB97M-V functional and the def2-TZVPD basis)
N 0.32454 -0.71961 0.53491
Cl 0.69503 2.45559 -0.81961
O -0.16356 -0.69064 1.59359
P -0.73685 -0.57515 -0.99008
O 1.42238 -0.98615 0.22492
H -1.54154 0.51597 -0.54373
```

=====

Most stable: *a*. Least stable: *b*.

=====

*a*
ORCA calculation (the ωB97M-V functional and the def2-TZVPD basis) on a single CH2N2OS molecule.

Values from the calculation:
**Frontier orbital gap**: 9.175 eV
**E_LUMO**: -0.166 eV

Geometry as XYZ:
```
7
CH2N2OS (the ωB97M-V functional and the def2-TZVPD basis)
H -1.54384 0.03569 -1.15118
N -0.14719 -1.39556 -0.71887
N 1.58671 0.10301 0.28183
S 0.54869 1.16753 -0.57574
O 1.62222 -1.05692 -0.26358
C -0.55008 -0.24690 -0.85629
H 1.36696 0.10793 1.28920
```

=====

*b*
ORCA calculation (the ωB97M-V functional and the def2-TZVPD basis) on 2 unconnected molecules or ions with the total composition CH2N2OS.

Values from the calculation:
**Frontier orbital gap (alpha / beta)**: 7.103 / 7.581 eV
**E_LUMO (alpha / beta)**: -0.367 / -0.585 eV

Geometry as XYZ:
```
7
CH2N2OS (the ωB97M-V functional and the def2-TZVPD basis)
N 2.61246 0.01207 -0.85402
C 0.46977 0.72357 -1.33572
H -0.87508 0.60746 0.00513
N -0.06036 0.14883 -0.29868
O 2.41389 -0.46550 0.22069
H 0.72734 -0.35745 0.39049
S 0.22020 1.68276 -2.57216
```

=====

Most stable: *b*. Least stable: *a*.

=====

*a*
ORCA calculation (the ωB97M-V functional and the def2-TZVPD basis) on a single C18H25N3O3 molecule.

Values from the calculation:
**Frontier orbital gap**: 8.424 eV
**SMILES**: C=CCOc1ccc(/C=N/NC(=O)CN2CCCCC2)cc1OC
**E_LUMO**: 0.731 eV

Geometry as XYZ:
```
49
C18H25N3O3 (the ωB97M-V functional and the def2-TZVPD basis)
H -3.68579 -0.61129 1.58912
H 9.92156 0.36020 0.16633
O 4.03751 1.39814 -0.48676
C -5.76830 0.13851 -0.89746
C 7.87139 0.11053 0.52629
H -2.46035 -0.01650 -0.73376
C 2.14360 -0.10146 -0.29864
H 7.99523 -0.51824 1.39657
H 2.43838 2.67627 -0.14124
C -5.97489 1.61710 -0.58186
N -1.94664 -0.87320 -0.54674
H -5.14082 2.18653 -0.99564
C -4.60719 -0.20701 1.16257
H 6.05055 1.16905 0.84333
C 3.83436 -2.13190 0.45337
H -3.90032 1.81769 1.20746
H 4.52531 -2.90691 0.74550
O 5.71872 -0.80987 0.33617
H -5.45256 -0.79331 1.56521
H 2.10261 -3.37234 0.56354
H -6.63937 -0.43940 -0.54066
C 6.44495 0.39629 0.16916
H -6.89542 1.96346 -1.05428
H -5.68945 -0.00044 -1.97914
H -6.12741 2.89040 1.15816
O -2.31566 -3.09960 -0.14052
H 6.36689 0.76091 -0.86048
C 4.37202 -0.87300 0.18489
C 2.48525 -2.38606 0.35035
H -4.79524 -2.45213 -0.18130
H -0.12124 -2.64601 0.05791
N -0.61150 -0.67892 -0.42697
H 3.81934 3.28627 -1.08708
H 1.44528 0.66425 -0.59045
H 8.79678 1.19427 -1.01227
C -6.03324 1.82816 0.92703
C -2.71368 -1.98615 -0.40772
C 8.91180 0.57315 -0.13907
C 1.61552 -1.36540 -0.02470
C -4.76833 1.25659 1.55805
C 3.49815 0.16373 -0.20742
C 3.17587 2.42527 -0.91002
C 0.19613 -1.62347 -0.13002
H -6.90805 1.31519 1.33387
H 2.65941 2.16112 -1.83809
N -4.53511 -0.32956 -0.28649
C -4.18730 -1.68053 -0.68093
H -4.33732 -1.78622 -1.76038
H -4.81150 1.33587 2.64520
```

=====

*b*
ORCA calculation (the ωB97M-V functional and the def2-TZVPD basis) on a single C18H25N3O3 molecule.

Values from the calculation:
**Frontier orbital gap**: 7.573 eV
**SMILES**: CCN1CCC[C@H]1CNC(=O)c1cc2cc(OC)c(OC)cc2[nH]1
**E_LUMO**: 0.128 eV

Geometry as XYZ:
```
49
C18H25N3O3 (the ωB97M-V functional and the def2-TZVPD basis)
C 1.00238 0.32109 -0.62351
H -0.07971 -1.51396 -6.52822
H -1.62578 -1.25969 -5.98260
H 1.60750 0.45164 4.43379
C -0.33707 -2.53156 -3.94211
C 0.68571 1.13103 4.20114
N 2.00924 1.25342 1.39648
C -0.23490 -1.11531 -3.65229
H -0.19328 -0.49220 -4.40057
H -1.87357 3.04673 0.98867
H -0.80712 4.73404 3.31636
H 1.08755 -5.86471 -2.24855
C 1.91388 2.22457 2.40563
H 2.62791 2.24767 3.12853
C 0.49539 -1.78377 -1.41513
H -0.65615 -6.69950 -3.06514
N -0.54430 2.28063 2.47232
H -0.87590 -0.26449 4.65887
C 0.81759 2.44150 3.14727
H -2.37159 3.88590 3.31970
H -2.12730 0.83869 2.29674
C -1.59006 1.46834 3.16888
H 0.61548 1.46709 -2.47737
C -1.66560 4.41118 2.74399
H 0.54243 -3.88682 -0.97438
C -0.88003 3.47766 1.70686
H 1.60310 0.31341 1.67533
H -2.04127 1.86133 3.83418
H -0.11400 -0.42013 3.14208
H 1.22718 -1.57235 0.79280
O 1.29456 2.67296 -0.48301
C 1.11511 -1.23532 -0.32922
H 1.96556 3.32721 1.83679
C -0.13176 -5.70561 -2.56778
O -0.30219 -4.61242 -3.52359
C -1.03971 -2.00461 -6.30221
C 0.47400 -3.08406 -1.74585
C -0.20721 -3.45035 -2.87129
H 0.61091 1.46872 5.41330
H -1.93242 5.26065 2.11939
C 1.30289 1.52769 0.18555
O -0.83002 -2.85022 -5.17628
C -0.37928 0.26687 3.81651
H -0.13026 3.69155 1.25442
H -0.80735 -5.86154 -1.57284
C 0.63012 -0.91310 -2.36419
H 0.71006 3.39890 3.80399
N 0.68388 0.35205 -1.97051
H -1.24457 -2.70078 -7.04295
```

=====

Most stable: *a*. Least stable: *b*.